14
Properties=species:S:1:pos:R:3:forces:R:3 method="wB97M-V/def2-TZVPD" e_above_lowest_kj_mol=407.4 gap_ev="7.78 / 7.78" e_homo_ev="-7.2 / -7.2" e_lumo_ev="0.61 / 0.61"
C -0.3743 0.9511 0.2922 -0.2919 -1.1684 -1.5685
C -0.5657 -0.3574 -0.6207 1.6951 0.1593 -0.0203
C 0.8815 1.5647 -0.1895 -1.8794 0.4158 -0.0636
C 0.4554 -1.3000 0.0004 -1.2506 -2.6944 -1.1589
N 2.0296 1.1193 -0.0228 2.5707 1.4968 -0.5229
N 2.4835 -0.0012 0.5566 -0.4474 -0.3021 -0.6933
N 1.6985 -1.0450 0.3351 1.4291 -1.8956 1.3437
H -1.2098 1.6496 0.1923 0.0462 -0.2644 0.4053
H -0.2500 0.4370 1.2383 -0.3528 0.9720 0.6294
H -1.5962 -0.6938 -0.5325 0.1761 -0.5407 -0.0399
H -0.2557 -0.3025 -1.7214 -0.8452 0.6791 1.4262
H 0.7193 2.4309 -0.8526 0.5459 -0.1438 0.3994
H 0.2275 -2.4234 0.0481 0.3695 1.8407 -0.2304
H 2.3382 -1.8942 0.4847 -1.7653 1.4455 0.0938

***

54
Properties=species:S:1:pos:R:3:forces:R:3 method="wB97M-V/def2-TZVPD" e_above_lowest_kj_mol=0.0 gap_ev=7.84 e_homo_ev=-11.0 e_lumo_ev=-3.15 total_charge=+1
Au 0.4963 0.2539 0.2639 -0.4078 0.0908 -0.2133
C 3.3661 2.2225 -0.7641 0.0100 -0.0081 -0.0065
P 2.8239 0.6662 -0.0254 0.0110 0.1203 0.0763
C 3.6615 -0.6388 -0.9593 -0.0342 -0.0192 -0.0044
C 3.5444 0.6265 1.6614 -0.0122 -0.0314 -0.0220
C 2.9374 -0.5080 2.4952 -0.0234 0.0696 -0.0078
P 1.1045 -0.4614 2.4325 0.1056 -0.0310 0.0745
C 0.5732 -1.9623 3.2860 0.0379 -0.0056 0.0062
C 0.6041 0.8773 3.5466 0.0494 0.0197 0.0147
H 4.4541 2.2933 -0.7663 0.0050 0.0015 0.0011
H 2.9492 3.0620 -0.2081 0.0026 0.0026 0.0003
H 3.0040 2.2761 -1.7911 0.0080 0.0039 0.0012
H 4.7404 -0.4808 -0.9652 0.0054 0.0091 0.0096
H 3.2932 -0.6332 -1.9853 0.0023 -0.0096 0.0011
H 3.4388 -1.6142 -0.5268 0.0025 -0.0001 -0.0054
H 3.3266 1.5952 2.1196 0.0052 -0.0011 -0.0043
H 4.6307 0.5360 1.6063 0.0086 -0.0069 -0.0054
H 3.2727 -0.4527 3.5331 0.0050 -0.0033 -0.0038
H 3.2476 -1.4830 2.1095 -0.0102 0.0059 -0.0110
H 1.0248 -1.9768 4.2794 -0.0031 -0.0170 0.0008
H 0.8839 -2.8478 2.7347 -0.0251 -0.0126 -0.0183
H -0.5106 -1.9669 3.3959 0.0190 0.0024 -0.0075
H 0.9829 0.7057 4.5547 0.0041 0.0029 0.0099
H -0.4849 0.9253 3.5762 0.0077 -0.0014 -0.0040
H 0.9739 1.8342 3.1784 -0.0061 0.0070 0.0108
C -0.0569 1.4408 -1.4450 0.3383 -0.0041 0.1328
C -1.4711 1.8662 -1.6258 -0.1695 -0.0208 0.0274
C -2.0931 2.6917 -0.6853 0.0733 -0.0405 0.0422
C -3.4027 3.0978 -0.8391 -0.0612 0.0286 0.0174
C -4.1321 2.6821 -1.9533 0.0483 0.0013 0.0051
C -3.5244 1.8772 -2.9104 -0.0540 0.0192 -0.0441
C -2.2075 1.4817 -2.7442 0.0826 -0.0298 0.0018
C -5.5015 3.0912 -2.1128 0.0078 -0.0097 -0.0068
N -6.5968 3.4144 -2.2377 0.0201 -0.0027 0.0084
H 0.5492 2.3374 -1.2854 0.0255 -0.0428 -0.0036
H 0.3284 0.9476 -2.3398 -0.0464 -0.0513 0.0363
H -1.5364 3.0100 0.1901 -0.0123 0.0015 -0.0073
H -3.8724 3.7348 -0.1016 0.0062 -0.0016 -0.0054
H -4.0828 1.5724 -3.7851 0.0057 -0.0075 0.0064
H -1.7352 0.8776 -3.5105 -0.0265 -0.0079 0.0029
F -1.0021 -5.4180 -2.2124 0.0005 0.0083 -0.0062
C -1.1239 -4.2476 -1.5694 0.0041 -0.0089 0.0416
C -1.2997 -3.0909 -2.3045 -0.0080 0.0249 -0.0229
C -1.4226 -1.8883 -1.6302 0.0358 -0.0143 -0.0106
C -1.3711 -1.8238 -0.2356 -0.0133 -0.1133 0.0651
C -1.4693 -0.5093 0.4683 0.0515 0.1212 -0.1707
C -1.2053 -3.0200 0.4659 -0.0726 0.0441 -0.0094
C -1.0839 -4.2353 -0.1889 0.0116 -0.0407 -0.0410
H -1.3504 -3.1420 -3.3838 0.0005 -0.0187 0.0073
H -1.5767 -0.9794 -2.1962 -0.0023 0.0025 0.0135
H -1.7561 -0.6167 1.5132 0.0340 -0.0210 0.0007
H -2.1502 0.1797 -0.0202 -0.0385 -0.0276 0.0358
H -1.2148 -3.0124 1.5479 -0.0082 0.0093 -0.0108
H -0.9777 -5.1673 0.3500 -0.0001 0.0141 0.0018